Record 1
{"formula": "C43H45I2LuNO2PSi", "method": "the ωB97M-V functional and the def2-TZVPD basis", "species": ["Lu", "C", "C", "C", "C", "C", "C", "C", "H", "H", "H", "H", "H", "H", "H", "H", "I", "C", "I", "H", "H", "O", "N", "C", "C", "C", "C", "C", "C", "C", "P", "C", "C", "C", "C", "C", "C", "C", "C", "C", "C", "C", "C", "H", "H", "H", "H", "H", "H", "H", "H", "H", "H", "H", "H", "H", "H", "H", "H", "C", "C", "C", "C", "Si", "O", "C", "C", "C", "C", "C", "C", "C", "C", "C", "C", "C", "C", "H", "H", "H", "H", "H", "H", "H", "H", "H", "H", "H", "H", "H", "H", "H", "H", "H", "H", "H"], "positions_angstrom": [[0.7525, 0.6735, -1.4320], [0.2705, -6.8514, 0.0125], [1.3067, -5.9995, 0.6883], [0.9498, -5.2227, 1.8617], [1.9309, -4.5079, 2.5286], [3.2436, -4.6217, 2.1097], [3.6187, -5.4155, 1.0448], [2.6612, -6.1283, 0.3821], [-0.7513, -6.7071, 0.4626], [0.4507, -7.8959, 0.2021], [0.2069, -6.6552, -1.1431], [-0.1068, -5.2331, 2.1712], [1.6869, -3.7484, 3.2658], [4.0431, -4.0981, 2.6120], [4.6415, -5.3898, 0.7319], [2.9269, -6.8936, -0.3465], [4.4276, 1.6876, -2.2463], [3.2347, 1.2074, -3.9843], [1.1666, 2.2267, -3.9063], [3.0323, 0.1467, -4.1184], [3.7897, 1.7308, -4.8011], [2.1101, -0.6388, -1.7433], [-1.1094, -0.3997, -2.2200], [-0.6836, -1.2653, -3.1103], [-1.6654, -2.0777, -3.7292], [-1.4914, -3.1784, -4.5240], [-2.5834, -3.9016, -4.9104], [-3.8192, -3.8863, -4.2187], [-3.9785, -2.8264, -3.3794], [-2.9712, -1.9099, -3.1721], [-2.9373, -0.5535, -2.0688], [-3.2571, -0.7847, -0.3926], [-2.7639, -1.9519, 0.2078], [-3.1953, -2.3530, 1.4824], [-4.1660, -1.5731, 2.1661], [-4.4583, -0.2747, 1.6766], [-4.0945, 0.0778, 0.3609], [-3.6361, 0.9621, -2.4668], [-4.3275, 1.0866, -3.6614], [-4.6539, 2.3712, -4.1451], [-4.2971, 3.4297, -3.3787], [-3.5655, 3.3371, -2.1850], [-3.1046, 2.0867, -1.7806], [2.9767, -1.0842, -1.7824], [0.4229, -1.4158, -3.2476], [-0.5440, -3.4899, -4.9318], [-2.4753, -4.5942, -5.7286], [-4.6445, -4.5934, -4.3664], [-4.9076, -2.7357, -2.8800], [-2.0902, -2.5837, -0.3169], [-2.6970, -3.2136, 2.0120], [-4.5241, -1.8379, 3.2048], [-5.0855, 0.4165, 2.2812], [-4.6299, 0.9355, -0.0892], [-4.4925, 0.1825, -4.2509], [-5.0895, 2.4589, -5.1602], [-4.5224, 4.3985, -3.8298], [-3.4207, 4.2098, -1.5467], [-2.3583, 1.9965, -0.9914], [0.3380, 1.0478, 4.0493], [0.1016, 2.3722, 3.3149], [0.5707, 3.5899, 4.1185], [-1.4143, 2.5870, 3.0873], [1.1773, 2.2913, 1.6450], [0.4403, 1.4955, 0.4017], [1.7609, 3.9344, 0.8833], [3.0714, 4.3524, 0.8061], [3.4528, 5.5408, 0.1840], [2.5132, 6.4094, -0.4082], [1.1658, 6.0067, -0.2626], [0.7991, 4.8332, 0.3444], [2.7382, 1.4691, 2.2149], [3.5663, 1.8465, 3.3211], [4.8318, 1.2543, 3.5097], [5.2955, 0.2717, 2.6082], [4.4179, -0.1423, 1.5627], [3.1949, 0.4046, 1.4658], [-0.0431, 1.1362, 5.0937], [1.3807, 0.7534, 4.0207], [-0.2942, 0.3314, 3.5506], [0.0625, 3.7221, 5.0985], [0.4434, 4.5541, 3.4986], [1.5941, 3.4881, 4.3824], [-1.9942, 2.2923, 3.9954], [-1.7963, 1.9738, 2.2347], [-1.5466, 3.6999, 2.9652], [3.7602, 3.7645, 1.3322], [4.5007, 5.7528, 0.2392], [2.8327, 7.3528, -0.8451], [0.3999, 6.6294, -0.6316], [-0.2796, 4.6572, 0.4715], [3.1357, 2.5364, 4.0503], [5.4745, 1.5370, 4.3201], [6.3009, -0.2075, 2.6928], [4.7927, -0.7715, 0.7503], [2.5028, 0.1025, 0.6555]], "atomic_forces_ev_per_a": [[-0.685, 1.597, 1.789], [-1.324, 0.769, -1.342], [-0.287, 0.369, 2.441], [-0.034, -0.829, -1.965], [-0.264, 0.363, -0.276], [0.711, 0.377, 0.089], [-0.080, 0.592, 0.514], [-1.071, -0.882, -0.902], [0.903, 0.244, -0.563], [0.361, -0.508, -0.299], [0.127, -0.482, 2.147], [0.565, 0.234, -0.107], [-0.066, -0.481, 0.304], [-0.129, 0.314, 0.193], [0.456, -0.423, -0.053], [0.099, 0.415, -0.214], [-0.656, -0.217, -0.536], [0.535, 1.509, 0.018], [1.290, -0.317, -0.451], [0.037, 0.317, 0.091], [-0.978, -0.683, 0.450], [1.542, -1.608, -0.648], [-0.973, -0.809, -0.829], [0.886, 1.093, 1.419], [-1.966, -1.262, 0.741], [0.761, 0.454, -0.897], [-1.958, -2.047, -0.047], [1.293, 0.030, -1.593], [-0.314, 0.748, 0.876], [0.526, -0.085, -0.472], [2.591, 0.501, 0.666], [-0.749, -0.610, 1.578], [-0.806, -0.126, 1.382], [0.114, 0.075, 0.479], [1.197, 1.049, 0.789], [-0.583, -0.721, -0.325], [-0.800, -0.241, 0.207], [1.081, 1.113, -1.148], [-0.231, 0.411, -0.559], [0.048, -2.361, -0.855], [0.048, 1.848, -0.125], [-0.092, -0.530, 0.303], [-0.859, 0.533, -0.384], [-0.855, 0.313, 0.291], [-1.061, 0.244, -0.102], [0.318, 0.342, -0.101], [0.189, -0.412, 0.078], [0.615, 0.256, -0.223], [-0.775, 0.300, 0.602], [0.638, -0.444, -0.380], [-0.901, 0.808, -0.892], [0.442, 0.098, -1.472], [0.490, -0.646, -0.634], [0.838, -0.456, 0.329], [-0.336, 0.337, 0.101], [0.159, 0.155, 0.961], [0.001, 0.013, 0.647], [0.397, -0.121, -0.492], [-0.466, -0.065, 0.190], [-0.680, 0.832, 0.513], [-0.253, 0.566, -0.880], [-0.583, 1.250, -0.530], [0.009, 0.293, 0.008], [-0.458, 0.945, 1.405], [0.083, -0.467, -0.489], [-1.781, 0.472, -0.144], [-0.777, 0.528, -0.310], [-0.530, 0.346, -0.226], [0.177, -1.568, 1.180], [1.260, 0.519, -0.447], [-0.038, -0.823, 0.503], [1.236, -0.185, 1.433], [-0.352, -0.488, -0.684], [-0.517, -0.617, -0.938], [-0.602, -0.214, -0.611], [3.041, -0.353, 0.782], [-2.227, 0.818, -1.744], [0.402, -0.109, -0.541], [-0.115, -0.272, 0.315], [-0.004, -0.776, -0.138], [-0.152, -0.196, -0.659], [0.243, -1.355, 1.059], [1.014, 0.208, 0.141], [0.413, 0.203, -0.518], [0.094, 0.647, 0.439], [-0.377, -1.205, -0.341], [1.370, -0.676, 0.372], [0.403, 0.463, -0.260], [-0.276, -0.245, -0.009], [-0.783, 0.784, -0.384], [0.450, -0.161, -0.125], [0.709, -0.009, -0.265], [0.027, 0.203, 0.371], [-0.976, 0.681, 0.027], [-0.173, -0.281, 0.569], [0.764, -0.212, 0.342]], "charge": 2, "spin_multiplicity": 1, "e_homo_ha": -0.452, "max_force_ha_per_bohr": 0.06145, "homo_lumo_gap_ev": 5.058, "e_above_lowest_kcal_mol": 0.00}

Record 2
{"formula": "C43H46ClGeN3OPSSeTl", "method": "the ωB97M-V functional and the def2-TZVPD basis", "species": ["Tl", "C", "C", "N", "N", "C", "O", "C", "C", "C", "C", "C", "C", "C", "C", "C", "C", "C", "N", "H", "H", "H", "H", "H", "H", "H", "H", "H", "H", "H", "H", "C", "Ge", "C", "C", "C", "Se", "C", "H", "H", "H", "H", "H", "H", "H", "H", "H", "H", "H", "H", "H", "H", "C", "C", "C", "C", "C", "C", "P", "C", "C", "C", "C", "C", "C", "C", "C", "C", "C", "C", "C", "H", "H", "H", "H", "H", "H", "H", "H", "H", "H", "H", "H", "H", "H", "H", "S", "C", "C", "C", "C", "C", "C", "H", "H", "H", "H", "H", "Cl"], "positions_angstrom": [[-0.5971, -1.0117, -0.2513], [3.7087, 1.1679, 1.2684], [2.6089, 0.6308, 0.3881], [1.3522, 0.8127, 0.6379], [1.0453, 1.4619, 1.7808], [-0.2846, 1.5454, 1.9945], [-1.2251, 1.1945, 1.2580], [-0.6351, 2.1560, 3.3300], [-1.9019, 2.7022, 3.5043], [-2.2892, 3.2060, 4.7388], [-1.4119, 3.1647, 5.8162], [-0.1440, 2.6186, 5.6488], [0.2423, 2.1180, 4.4116], [2.9756, -0.1872, -0.7849], [4.3152, -0.3683, -1.1497], [4.6268, -1.1713, -2.2346], [3.6084, -1.7990, -2.9326], [2.3085, -1.5755, -2.5044], [2.0005, -0.7841, -1.4847], [3.2495, 1.5801, 2.1613], [4.2671, 1.9637, 0.7627], [4.4140, 0.3796, 1.5493], [-2.5764, 2.7184, 2.6565], [-3.2839, 3.6186, 4.8669], [-1.7155, 3.5554, 6.7815], [0.5391, 2.5723, 6.4900], [1.2197, 1.6778, 4.2630], [5.1017, 0.1167, -0.5863], [5.6609, -1.3170, -2.5224], [3.8099, -2.4450, -3.7757], [1.4707, -2.0602, -3.0000], [-6.0944, -2.1357, 1.1383], [-4.6940, -1.2343, 2.1753], [-5.2118, -1.4357, 4.0929], [-4.5781, 0.7012, 1.9604], [-3.0962, -2.3773, 2.0950], [-1.5792, -1.6880, 3.1064], [-0.7803, -3.4426, 3.4133], [-7.0812, -1.7153, 1.3596], [-6.1004, -3.2009, 1.3851], [-5.8805, -2.0176, 0.0741], [-6.1596, -0.9299, 4.3136], [-4.4336, -0.9813, 4.7131], [-5.3093, -2.4857, 4.3925], [-4.7644, 1.1954, 2.9186], [-5.3089, 1.0322, 1.2189], [-3.5805, 0.9533, 1.5935], [-2.7807, -2.5634, 1.0713], [-3.3779, -3.3226, 2.5627], [-1.4869, -4.0824, 3.9388], [0.1104, -3.3030, 4.0240], [-0.5155, -3.8807, 2.4518], [2.0297, 4.3639, -4.3233], [2.4123, 3.1743, -3.7238], [1.4914, 2.4457, -2.9749], [0.1791, 2.8838, -2.8120], [-0.1878, 4.0897, -3.4171], [0.7238, 4.8196, -4.1653], [-0.9921, 1.7814, -1.8486], [-1.9971, 3.0815, -1.0272], [-3.3780, 2.9612, -0.8799], [-4.0904, 3.9066, -0.1508], [-3.4368, 4.9724, 0.4518], [-2.0564, 5.0855, 0.3316], [-1.3436, 4.1428, -0.3953], [-1.9846, 1.3086, -3.3396], [-2.8837, 2.1394, -4.0044], [-3.5390, 1.6974, -5.1476], [-3.3031, 0.4190, -5.6402], [-2.4046, -0.4151, -4.9893], [-1.7532, 0.0320, -3.8493], [2.7399, 4.9355, -4.9107], [3.4286, 2.8115, -3.8273], [1.7834, 1.5190, -2.5011], [-1.1950, 4.4701, -3.2966], [0.4189, 5.7523, -4.6274], [-3.8781, 2.0978, -1.3066], [-5.1635, 3.7990, -0.0392], [-3.9946, 5.6991, 1.0319], [-1.5354, 5.9060, 0.8111], [-0.2646, 4.2252, -0.4646], [-3.0949, 3.1305, -3.6211], [-4.2434, 2.3532, -5.6501], [-3.8329, 0.0703, -6.5203], [-2.2374, -1.4269, -5.3397], [-1.0745, -0.6346, -3.3279], [0.0027, -4.2053, -1.2439], [-1.0154, -4.2158, -2.6611], [-2.3285, -3.6982, -2.6449], [-3.1414, -3.7459, -3.7696], [-2.6858, -4.2966, -4.9653], [-1.3824, -4.7849, -5.0155], [-0.5640, -4.7415, -3.8931], [-2.7002, -3.2371, -1.7371], [-4.1458, -3.3373, -3.7093], [-3.3283, -4.3326, -5.8374], [-1.0011, -5.2068, -5.9409], [0.4519, -5.1178, -3.9405], [-3.5624, -0.5503, -0.9117]], "atomic_forces_ev_per_a": [[-0.260, -0.183, 0.099], [-0.060, -0.048, -0.061], [-0.132, 0.139, 0.089], [0.306, -0.231, 0.003], [-0.237, 0.141, 0.210], [0.058, 0.031, -0.286], [0.308, 0.089, 0.162], [0.054, -0.067, 0.074], [-0.065, 0.050, -0.015], [0.046, -0.004, 0.020], [0.022, 0.008, -0.059], [-0.032, -0.005, -0.045], [-0.033, 0.047, 0.027], [-0.018, -0.053, -0.106], [0.118, 0.044, 0.036], [-0.044, 0.001, 0.052], [0.109, 0.059, 0.038], [-0.204, 0.051, -0.035], [-0.003, 0.045, -0.072], [0.030, 0.029, 0.035], [0.023, -0.049, 0.016], [-0.007, 0.051, -0.019], [0.022, -0.031, 0.032], [0.023, 0.012, -0.029], [0.003, -0.031, -0.009], [0.004, -0.001, -0.020], [-0.019, 0.023, 0.010], [-0.026, -0.023, -0.038], [0.036, 0.018, -0.007], [-0.031, -0.027, 0.004], [0.040, -0.005, 0.082], [0.006, 0.104, -0.147], [-0.265, -0.131, 0.505], [-0.082, -0.067, 0.044], [0.191, -0.009, -0.162], [0.122, 0.237, -0.119], [-0.068, -0.165, 0.108], [0.045, 0.142, -0.083], [0.097, -0.036, 0.002], [-0.024, 0.047, 0.008], [-0.011, -0.003, 0.077], [0.084, -0.033, -0.073], [-0.039, -0.027, -0.025], [0.012, 0.077, -0.059], [-0.004, -0.056, -0.037], [0.089, -0.029, 0.032], [-0.115, 0.061, 0.001], [-0.043, -0.021, -0.071], [-0.034, -0.001, 0.022], [-0.010, -0.002, 0.013], [0.028, -0.026, -0.031], [0.027, -0.027, 0.031], [-0.039, -0.044, 0.022], [-0.056, 0.004, 0.025], [-0.080, 0.007, 0.044], [0.087, 0.021, 0.154], [0.044, -0.002, 0.019], [0.019, -0.019, 0.015], [-0.032, 0.365, -0.709], [0.011, -0.016, 0.047], [0.028, -0.060, -0.044], [0.011, -0.021, 0.003], [0.046, -0.028, -0.012], [-0.032, -0.042, -0.025], [-0.040, -0.023, -0.015], [-0.033, -0.014, 0.080], [-0.048, -0.080, -0.062], [0.026, 0.022, 0.053], [0.017, 0.042, 0.029], [-0.033, 0.004, -0.039], [0.002, 0.068, 0.102], [-0.014, -0.006, 0.025], [-0.023, -0.020, -0.003], [0.066, -0.074, 0.026], [0.000, -0.030, 0.015], [-0.015, -0.022, 0.011], [-0.023, 0.030, 0.052], [0.025, -0.035, -0.002], [0.004, 0.000, -0.023], [0.023, -0.036, 0.021], [-0.010, 0.014, 0.001], [0.006, -0.008, 0.012], [0.019, -0.033, 0.030], [0.027, 0.002, 0.021], [0.019, 0.025, 0.022], [-0.037, -0.042, 0.003], [0.063, -0.087, -0.038], [0.000, -0.002, -0.113], [0.034, -0.045, -0.125], [0.043, -0.005, 0.084], [0.053, -0.010, 0.073], [0.015, 0.038, 0.103], [-0.144, 0.095, 0.010], [-0.013, -0.018, -0.029], [0.061, 0.032, 0.020], [0.003, -0.005, -0.020], [0.025, 0.004, 0.007], [-0.023, -0.037, -0.002], [-0.113, -0.023, -0.091]], "charge": -2, "spin_multiplicity": 1, "e_homo_ha": -0.045, "max_force_ha_per_bohr": 0.01551, "homo_lumo_gap_ev": 5.424, "e_above_lowest_kcal_mol": 0.07}